{"formula": "C54H46Br2Cl2N6O3P2Ti", "method": "the ωB97M-V functional and the def2-TZVPD basis", "multiplicity": 1, "e_homo_ha": -0.45944, "de_lowest_kcal_mol": 27.2, "orbital_gap_ev": 6.2824, "molar_mass_g_mol": 1167.53, "charge": 2, "species": ["Ti", "C", "N", "C", "C", "N", "C", "C", "C", "C", "C", "C", "N", "C", "N", "C", "C", "C", "C", "C", "C", "N", "H", "H", "H", "H", "H", "H", "H", "H", "H", "H", "H", "H", "H", "H", "H", "C", "C", "P", "C", "C", "C", "C", "C", "C", "C", "C", "C", "C", "C", "C", "C", "P", "C", "C", "C", "C", "C", "C", "C", "C", "C", "C", "C", "C", "H", "H", "H", "H", "H", "H", "H", "H", "H", "H", "H", "H", "H", "H", "H", "H", "H", "H", "H", "H", "H", "H", "H", "H", "H", "H", "Br", "C", "C", "C", "Br", "C", "C", "C", "C", "N", "C", "C", "O", "H", "H", "H", "H", "Cl", "C", "Cl", "C", "O", "O", "H"], "positions_angstrom": [[-0.392295, -0.704844, -0.334884], [-1.890695, -2.483144, -2.951184], [-0.709095, -1.719944, -2.553484], [-0.239295, -0.805744, -3.589984], [-0.496195, 0.580156, -3.112584], [-0.521895, 0.939156, -1.836484], [-0.817795, 2.309356, -1.855784], [-0.957595, 3.268956, -0.852084], [-1.252795, 4.565756, -1.218884], [-1.415895, 4.941056, -2.552784], [-1.280095, 4.020256, -3.569684], [-0.972895, 2.721356, -3.197284], [-0.766295, 1.592856, -3.954484], [-2.392695, -3.208144, -1.749884], [-1.828395, -3.088044, -0.573884], [-2.578295, -3.886144, 0.276416], [-2.430895, -4.171244, 1.630416], [-3.385895, -4.971844, 2.219216], [-4.434795, -5.530044, 1.483816], [-4.564495, -5.315344, 0.127516], [-3.631595, -4.474444, -0.455284], [-3.476395, -4.020644, -1.746484], [-1.647695, -3.202544, -3.749884], [-2.672795, -1.810144, -3.321284], [0.021405, -2.418944, -2.382584], [-0.754095, -0.963344, -4.549084], [0.837705, -0.945344, -3.766884], [-0.820195, 3.039556, 0.188316], [-1.345695, 5.314556, -0.447684], [-1.638895, 5.967056, -2.790984], [-1.401295, 4.284856, -4.608084], [-0.805595, 1.548256, -4.962084], [-1.579495, -3.804944, 2.178116], [-3.308695, -5.195344, 3.272916], [-5.148395, -6.157744, 1.990716], [-5.341195, -5.786444, -0.452684], [-4.049195, -4.282244, -2.530884], [2.382505, -1.098544, 2.310816], [3.470405, -0.933844, 1.246016], [3.078205, 0.448956, 0.056616], [3.115405, -0.207944, -1.663784], [3.473905, -1.490944, -2.063984], [3.540405, -1.812744, -3.411184], [3.255905, -0.858344, -4.375484], [2.921005, 0.431656, -3.987484], [2.844205, 0.749856, -2.643884], [4.761505, 1.199256, 0.073116], [5.825605, 0.556956, -0.555484], [7.108205, 1.059956, -0.442984], [7.344505, 2.206256, 0.299816], [6.290005, 2.850156, 0.924816], [5.002305, 2.350856, 0.813616], [1.785405, 0.228456, 2.762916], [0.700005, 1.010356, 1.478416], [-0.850195, 1.421356, 2.458016], [-0.919095, 1.559856, 3.842616], [-2.114695, 1.880356, 4.466616], [-3.266795, 2.079856, 3.726216], [-3.215995, 1.951356, 2.349216], [-2.024395, 1.617856, 1.730316], [1.366705, 2.729156, 1.469116], [1.729405, 3.383356, 0.298516], [2.156105, 4.699356, 0.333716], [2.235905, 5.373356, 1.541816], [1.902305, 4.718856, 2.714816], [1.467205, 3.406256, 2.680316], [2.819105, -1.597544, 3.180816], [1.565205, -1.730544, 1.959416], [3.636805, -1.874744, 0.719716], [4.411905, -0.650144, 1.730016], [3.739705, -2.241044, -1.334584], [3.837305, -2.806444, -3.713784], [3.318705, -1.114344, -5.421784], [2.739605, 1.188656, -4.736184], [2.627405, 1.768856, -2.346184], [5.654705, -0.340144, -1.131584], [7.925605, 0.551856, -0.931284], [8.347705, 2.593256, 0.391416], [6.468805, 3.743356, 1.504816], [4.187005, 2.861956, 1.305516], [2.582505, 0.942656, 2.998416], [1.186205, 0.031956, 3.653716], [-0.052095, 1.404656, 4.467616], [-2.140695, 1.970056, 5.541716], [-4.194795, 2.327856, 4.216016], [-4.105095, 2.102456, 1.755016], [-2.010195, 1.487956, 0.650616], [1.674505, 2.855456, -0.644784], [2.425605, 5.198956, -0.583684], [2.561405, 6.401556, 1.570416], [1.972405, 5.230256, 3.662216], [1.204305, 2.921656, 3.606016], [-1.165895, -1.750944, 4.257016], [-2.522995, -1.425544, 3.007416], [-3.862495, -1.451044, 3.394416], [-4.857395, -1.201044, 2.479516], [-6.660095, -1.236744, 3.057416], [-4.551295, -0.886544, 1.129716], [-5.488695, -0.559344, 0.132916], [-5.037595, -0.191944, -1.112984], [-3.660095, -0.151144, -1.367584], [-2.745695, -0.475944, -0.473084], [-3.181395, -0.849644, 0.757816], [-2.155395, -1.146344, 1.698816], [-0.923795, -1.085444, 1.269916], [-4.103995, -1.661244, 4.425116], [-6.546195, -0.575144, 0.357916], [-5.731795, 0.090156, -1.888284], [-3.303495, 0.184056, -2.336084], [1.342905, -4.119544, -2.449984], [1.390805, -4.310544, -0.701884], [3.060205, -4.604744, -0.148384], [0.859905, -3.084044, 0.066716], [0.455505, -3.275144, 1.186816], [0.935905, -1.932844, -0.512684], [0.793905, -5.185644, -0.433484]], "forces_ev_per_angstrom": [[-0.99, 1.40, -2.46], [-0.34, -0.03, 0.11], [0.28, -0.13, 0.31], [0.09, 0.09, -0.14], [-0.06, -0.17, -0.55], [0.07, -0.34, -0.06], [-0.18, 0.82, -0.39], [-0.13, -0.15, -0.07], [0.00, -0.06, 0.04], [0.03, -0.07, -0.12], [0.04, -0.07, -0.02], [-0.01, 0.22, 0.84], [0.15, -0.35, 0.16], [0.12, -0.03, 0.04], [0.26, 0.07, -0.66], [-0.56, -0.57, -0.15], [0.04, -0.10, -0.07], [0.15, 0.02, 0.08], [-0.10, -0.05, -0.07], [-0.06, -0.01, 0.01], [0.40, 0.14, 0.67], [0.15, 0.14, -0.19], [-0.05, 0.20, 0.08], [0.14, -0.05, -0.05], [-0.22, 0.36, -0.18], [0.14, -0.02, 0.17], [-0.23, 0.04, 0.10], [-0.03, 0.02, -0.01], [-0.02, 0.06, 0.09], [-0.06, 0.15, -0.04], [0.00, 0.10, -0.10], [0.07, -0.14, 0.09], [0.02, 0.03, 0.11], [0.01, -0.04, 0.08], [-0.10, -0.13, 0.04], [-0.16, -0.04, -0.02], [0.05, 0.05, -0.09], [-0.01, -0.16, -0.07], [-0.24, -0.05, -0.11], [1.38, -0.56, -0.20], [-0.08, 0.08, 0.13], [0.03, 0.18, 0.03], [0.05, 0.04, -0.11], [0.07, -0.03, 0.02], [0.03, 0.02, -0.11], [0.05, -0.03, 0.08], [-0.29, 0.23, -0.06], [-0.07, 0.05, 0.01], [0.04, -0.05, -0.01], [-0.04, 0.05, 0.03], [0.12, 0.06, 0.05], [-0.10, -0.04, -0.03], [0.05, -0.43, -0.18], [-0.40, 1.11, 0.97], [0.06, -0.07, -0.31], [0.00, -0.02, -0.10], [0.06, 0.02, 0.06], [0.03, 0.00, -0.06], [-0.05, 0.11, -0.08], [0.29, 0.21, 0.07], [-0.04, -0.13, -0.48], [0.06, 0.00, 0.07], [-0.01, 0.03, -0.08], [0.04, -0.01, -0.07], [0.03, 0.04, 0.08], [0.01, -0.05, -0.05], [-0.07, -0.02, -0.06], [0.25, 0.05, 0.22], [0.11, -0.01, 0.06], [-0.16, -0.07, -0.17], [-0.05, -0.05, 0.06], [0.02, -0.08, 0.01], [0.04, -0.01, -0.13], [-0.01, 0.11, -0.07], [-0.07, 0.07, -0.01], [0.03, -0.07, -0.07], [0.09, -0.04, -0.05], [0.08, 0.05, 0.00], [0.02, 0.07, 0.04], [-0.08, 0.06, 0.06], [-0.22, 0.01, 0.03], [0.00, 0.21, -0.11], [0.06, -0.03, 0.02], [-0.01, 0.02, 0.11], [-0.11, 0.04, 0.07], [-0.11, 0.03, -0.06], [-0.08, 0.11, 0.21], [0.03, 0.07, 0.00], [0.04, 0.06, -0.11], [0.05, 0.09, -0.01], [0.02, 0.06, 0.09], [-0.03, -0.01, 0.09], [-0.06, -0.28, 0.11], [0.91, 0.33, -0.85], [-0.59, 0.09, -0.26], [0.01, -0.11, 0.34], [0.26, -0.01, -0.09], [0.48, -0.03, -0.05], [0.18, 0.07, -0.21], [-0.02, -0.07, 0.23], [0.22, 0.19, -0.12], [0.29, -0.07, 0.24], [-0.18, -0.28, 0.68], [-2.73, -0.16, 1.30], [0.30, -0.38, 0.79], [-0.06, -0.03, 0.04], [-0.01, -0.01, 0.01], [-0.02, 0.02, -0.09], [0.06, 0.02, 0.03], [0.01, -0.35, -0.34], [0.16, 0.02, 0.43], [-0.26, -0.01, -0.06], [0.03, -2.76, 1.81], [0.46, -0.33, -0.61], [0.63, 1.20, -0.57], [0.13, 0.28, -0.02]], "mulliken_charge": [-0.8313, -1.2714, 1.1965, -1.4484, 0.1160, 1.0160, -0.2076, -0.4623, -1.3307, -0.6897, -1.1504, 0.4606, 0.1582, -0.4528, 1.2500, 0.0582, -0.1430, -0.8644, -0.7267, -1.1466, 0.3931, -0.0102, 0.6239, 0.5784, -1.1732, 0.8205, -0.3804, 0.5739, 0.5813, 0.4717, 0.5206, 0.2888, 0.4380, 0.5171, 0.4544, 0.5036, 0.2691, 0.4083, -1.9917, 1.1281, -0.0287, 0.2395, -1.0873, -1.0340, -0.8474, -0.6293, 0.8464, -0.4510, -0.8177, -0.6910, -0.8196, -0.1631, -1.4179, 2.7384, 1.8880, -0.6705, -1.1223, -1.0420, -0.8609, 0.3661, 1.9805, 0.1902, -0.9119, -1.1650, -0.8267, -1.1976, 0.9125, -0.7885, 0.4626, 0.7397, 0.8462, 0.5509, 0.4380, 0.4837, 0.4227, 0.3759, 0.4650, 0.4108, 0.4641, 0.2972, 0.4824, 0.6533, 0.4245, 0.4591, 0.4920, 0.5513, -0.7680, -0.1769, 0.5707, 0.4964, 0.4975, 0.3374, 0.0331, 0.3106, -1.0050, 0.0616, -0.1396, 0.4635, -1.3138, -1.7852, -0.2205, 0.9692, -0.2093, 0.3166, 1.7689, 0.6315, 0.5305, 0.5693, 0.3768, -0.1541, 0.3530, -0.1184, -0.7511, -0.4441, 0.0434, 0.6017]}